{
  "formula": "C30H46BrN3P2Tc",
  "method": "the ωB97M-V functional and the def2-TZVPD basis",
  "spin_multiplicity": 4,
  "charge": 4,
  "homo_ha": [-0.637, -0.635],
  "e_above_lowest_kj_mol": 0.0,
  "total_energy_ev": -127098.59988,
  "elements": ["Tc", "H", "N", "C", "C", "C", "H", "H", "H", "H", "H", "C", "C", "C", "C", "H", "C", "H", "H", "H", "H", "H", "H", "H", "P", "H", "H", "C", "N", "H", "C", "C", "H", "H", "C", "H", "C", "H", "C", "H", "H", "N", "C", "H", "H", "H", "Br", "C", "H", "C", "H", "H", "H", "H", "H", "C", "H", "H", "P", "H", "C", "H", "H", "C", "H", "C", "C", "H", "C", "H", "C", "C", "H", "H", "C", "H", "C", "C", "C", "C", "H", "H", "H"],
  "coordinates": [[-0.0668, 0.1796, 0.3383], [2.7347, -1.6173, 1.2624], [-1.7816, 1.3019, 6.2755], [0.8932, 2.3641, -0.7498], [0.9110, 1.2928, -1.7234], [0.5814, -2.8735, -1.4978], [-0.2724, 3.0809, 0.9847], [-5.1213, 4.7499, -1.5282], [-2.7522, 1.1195, -3.5965], [-0.1321, -1.5954, -3.1139], [0.9046, 2.0023, 2.5306], [3.3862, -1.0119, 1.8982], [0.2011, 1.3798, 3.1182], [-4.5012, 3.2131, -2.9834], [-2.0874, -2.0120, -0.5694], [-3.4684, -2.4368, 1.0565], [-3.5627, 2.4709, -2.1429], [-2.3655, -1.1144, 1.4410], [-4.0358, 2.0807, -4.7778], [5.0097, -2.9739, -1.3511], [-1.7318, 2.2398, 6.6412], [4.6388, -2.1190, -2.8479], [4.6338, 1.4517, 1.5175], [-0.3913, 0.4258, -3.4079], [-0.2781, -1.9990, -0.1243], [6.2838, 2.5566, 0.0945], [2.7408, -0.2031, 2.2760], [-1.0691, 0.8956, 5.1576], [-6.2685, 4.5577, -4.6648], [5.9825, -1.5885, -1.8625], [4.9594, -1.9831, -1.8133], [-2.9229, -1.5937, 0.6211], [-5.6988, 3.3165, -6.1992], [-3.6739, -0.8746, 0.2872], [-0.0152, -2.6499, -2.8697], [-3.4891, 2.8300, -1.1331], [-0.7842, -0.6951, 3.2982], [-2.4814, 0.7213, 6.6882], [3.9658, -1.8403, 3.0417], [6.3642, 1.2232, -1.0525], [3.9276, -0.0952, -1.6306], [-0.3090, 0.2839, 2.4505], [-1.4802, 1.6714, -0.3486], [-1.5545, -4.9327, 0.1402], [-2.2378, -1.3107, -1.4071], [-2.3695, -3.0059, -0.9418], [2.4477, 3.3903, -0.2990], [-1.2930, -4.5361, 1.1308], [-6.6726, 5.8740, -3.1002], [-4.6346, 2.8768, -4.3388], [1.6456, -2.5768, -1.4840], [0.7458, -4.0301, 0.8062], [0.0345, -3.1350, 2.0968], [0.5914, -3.9574, -1.2895], [2.9905, -1.4334, -0.9565], [-6.1043, 4.9959, -3.4246], [3.1742, -2.4423, 3.4895], [-2.2113, -4.1821, 1.6122], [4.6971, -0.6802, 0.6211], [-2.5178, 1.6956, 0.0788], [6.1371, 1.4852, -0.0145], [-0.7540, -1.7327, 2.9708], [6.8811, 0.9891, 0.6154], [-0.1729, -3.4894, 1.0799], [-1.8068, -1.1207, 5.1718], [-0.2661, 2.4103, 0.1176], [-1.5161, 1.2449, -1.7553], [4.7323, -2.5236, 2.6628], [-1.2591, -0.3904, 4.5933], [1.8469, 1.0123, -2.2212], [-0.3306, 0.8526, -2.3682], [-2.6611, 1.5299, -2.5749], [0.6223, -3.0969, -3.6380], [-0.9946, -3.1234, -2.9533], [-0.1470, 1.6995, 4.4551], [-0.9476, -5.4009, 1.7196], [-5.2246, 4.3578, -2.5355], [4.0138, -1.0375, -1.0746], [4.7468, 1.1089, 0.4823], [-5.5477, 3.5629, -5.1476], [0.2098, 2.6275, 4.9271], [3.9242, 1.5441, -0.1033], [4.4050, -1.2517, 3.8661]],
  "atomic_forces_ev_per_a": [[0.6669, 2.2124, -0.3352], [-0.3847, -0.5475, 0.0419], [1.8557, -0.4187, -2.3810], [-0.7727, -1.0661, 1.9698], [-0.6276, -0.1430, -0.8853], [0.9306, 0.1591, -0.6160], [-0.2070, -0.2491, -0.4865], [-0.1729, 0.0184, -0.1705], [0.4355, 0.1626, 0.7202], [0.0584, -0.0150, -0.0448], [-0.6943, -0.2095, 0.6248], [0.0857, -0.4547, -0.4114], [-0.6836, 0.8205, 1.4809], [-0.8072, 0.7902, -0.9382], [0.6400, 0.3097, -0.5687], [0.1426, 0.1923, -0.0557], [0.9842, -0.4036, -0.4727], [-0.1595, -0.1946, -0.2974], [-0.4587, 0.2685, -0.1715], [-0.0153, 0.1877, 0.0179], [0.2854, 0.0431, -0.0615], [-0.0133, -0.0425, 0.0223], [0.0547, 0.3015, -0.1078], [0.5734, 0.3402, 1.3203], [-1.1806, -5.5055, 0.5747], [0.1437, 0.1140, -0.0965], [0.5950, 0.4817, -0.3248], [-1.8635, 0.5035, 1.3486], [2.3320, -1.4302, 2.3774], [-0.2967, 0.0030, 0.1442], [-0.0650, -0.3991, -0.5773], [-0.8261, 0.2836, 0.5418], [0.0889, -0.0832, 0.0942], [-0.1086, -0.0452, 0.1787], [-0.1538, -0.0867, -0.4325], [-0.0100, 0.2172, 0.2235], [-1.1381, 0.6723, 1.9184], [-0.1963, -0.4778, 0.1292], [-0.1793, -0.4233, 0.5658], [-0.2797, -0.0733, 0.0950], [0.1850, 0.0151, 0.2636], [1.4954, -0.6979, 0.0352], [0.6210, 0.3023, -0.2161], [0.0914, 0.1345, 0.1890], [0.1022, -0.3579, 0.1746], [0.2682, 0.1755, 0.1273], [-1.5840, -0.2479, -0.5279], [-0.3543, -0.1246, -0.2212], [0.0777, -0.2063, -0.1391], [-0.4679, 0.2671, 0.2202], [-0.4943, -0.1204, 0.0056], [-0.1022, 0.4377, -0.0789], [-0.0647, -0.0224, -0.2113], [-0.2731, 0.4973, 0.2188], [0.2486, -0.0491, 0.1056], [-0.8780, 1.2310, 0.3643], [0.0555, -0.0656, 0.0955], [0.2257, 0.0294, -0.1396], [-1.1651, 0.8651, -0.3167], [1.5318, 0.3257, 0.3365], [0.4771, 0.4841, -0.0254], [-0.5760, 0.4819, -0.1863], [0.0205, 0.1637, -0.1219], [0.6047, 0.3685, 0.6424], [0.2366, -0.3531, -0.1056], [-0.3114, 0.8916, -1.4048], [0.2974, 0.7149, 0.6282], [-0.1470, 0.0730, 0.1962], [0.6041, -0.6200, -1.6867], [-0.3114, 0.2806, 0.2778], [1.1586, 0.4256, 0.7377], [-2.0284, 0.4281, -0.0383], [-0.0660, 0.0613, 0.1142], [0.0403, 0.0436, -0.0335], [0.8363, 0.7005, -1.7161], [0.0039, 0.3794, -0.1844], [0.2409, -1.1160, -0.7621], [0.3273, -0.3705, 0.1850], [0.5072, 0.0886, 0.8287], [-0.3831, -0.1478, -1.5912], [0.0470, -0.5054, -0.4812], [0.4468, -0.6577, 0.0931], [-0.1226, -0.0161, -0.6053]]
}